No. 1
A gas-phase ion, C5H12NO (charge +1) at a distorted geometry. Source: the OMol25 dataset; level of theory: wB97M-V/def2-TZVPD.

```
19
Properties=species:S:1:pos:R:3:nbo_charge:R:1
C -2.11850 -1.15533 1.17979 0.146
N -1.12031 -0.92176 0.39778 -0.423
C -1.07989 -0.50241 -0.98670 -0.273
C -0.03345 0.58765 -1.27485 -0.436
C 1.46019 0.28225 -0.79398 -0.418
C 1.68610 0.58621 0.68366 -0.088
O 0.81369 0.05757 1.69778 -0.751
H -1.95313 -1.01744 2.25055 0.229
H -3.08649 -1.06474 0.70900 0.218
H -0.47692 -0.26614 0.91132 0.469
H -0.85457 -1.38854 -1.60953 0.247
H -2.00502 -0.05048 -1.38694 0.239
H 0.10475 0.64708 -2.36752 0.251
H -0.24782 1.65124 -1.03828 0.226
H 1.98829 0.96828 -1.43796 0.252
H 1.62548 -0.78946 -0.98916 0.210
H 2.71977 0.31436 0.84861 0.205
H 1.51107 1.65994 0.64798 0.176
H 1.06675 0.40172 2.55846 0.518
```

- net charge = +1
- gap between HOMO and LUMO (eV) = 9.8
- SMILES = C=[NH+]CCCCO



No. 2
A gas-phase ion, C5H12NO (charge +1) at a distorted geometry. Source: the OMol25 dataset; level of theory: wB97M-V/def2-TZVPD.

```
19
Properties=species:S:1:pos:R:3:nbo_charge:R:1
C 0.58171 2.28450 -1.58143 -0.406
C -0.38096 1.36726 -1.79717 -0.195
C -0.51506 -0.00631 -1.02481 -0.472
C 0.48118 -0.31661 0.12269 -0.088
N -0.08194 0.56136 1.25818 -0.708
C 0.29778 -1.82289 0.49302 -0.074
O -0.34395 -1.71436 1.75283 -0.773
H 1.18528 2.23559 -0.67110 0.169
H 0.81429 3.33403 -2.01215 0.252
H -1.35772 1.54150 -2.31795 0.237
H -1.57751 -0.18215 -0.61417 0.227
H -0.40757 -0.76383 -1.83156 0.259
H 1.58141 -0.15587 -0.14656 0.260
H -0.79470 -0.04777 1.71990 0.482
H 0.68016 0.69687 2.00798 0.452
H -0.42453 1.42190 0.86776 0.449
H 1.17902 -2.34369 0.71354 0.198
H -0.36938 -2.51638 -0.19298 0.210
H 0.02850 -2.47056 2.37358 0.522
```

- net charge = +1
- gap between HOMO and LUMO (eV) = 10.2
- SMILES = C=CC[C@@H]([NH3+])CO



No. 3
A gas-phase ion, C5H12NO (charge +1). Source: the OMol25 dataset; level of theory: wB97M-V/def2-TZVPD.

```
19
Properties=species:S:1:pos:R:3:nbo_charge:R:1
C 1.05611 1.99547 1.22506 -0.380
C 1.70046 0.96573 0.70397 -0.176
C 1.20613 -0.36472 0.19890 -0.483
C -0.29586 -0.39501 0.04404 -0.055
N -0.94837 -1.74694 0.29318 -0.677
C -0.75718 0.08188 -1.31508 -0.091
O -2.16664 -0.03333 -1.33122 -0.752
H -0.02163 1.99730 1.24159 0.179
H 1.59022 2.82930 1.63945 0.235
H 2.76424 1.05727 0.50333 0.219
H 1.60485 -1.12833 0.86479 0.242
H 1.73476 -0.54515 -0.74588 0.240
H -0.76742 0.21644 0.81944 0.225
H -1.92336 -1.67788 -0.03093 0.467
H -0.99273 -1.95435 1.29021 0.441
H -0.47691 -2.52845 -0.16208 0.439
H -0.30257 1.07185 -1.44666 0.226
H -0.39565 -0.58654 -2.10163 0.187
H -2.60845 0.74544 -1.69046 0.513
```

- net charge = +1
- gap between HOMO and LUMO (eV) = 10.1
- SMILES = C=CC[C@H]([NH3+])CO



No. 4
A gas-phase ion, C5H12NO (charge +1) at a distorted geometry. Source: the OMol25 dataset; level of theory: wB97M-V/def2-TZVPD.

```
19
Properties=species:S:1:pos:R:3:nbo_charge:R:1
C -1.94019 -1.75911 -1.23573 0.123
N -1.03273 -0.96763 -0.73952 -0.383
C -1.02591 -0.15456 0.50387 -0.258
C -0.47607 1.26097 0.39020 -0.432
C 0.88593 1.47789 -0.32202 -0.446
C 1.86995 0.32309 0.07485 -0.099
O 1.43269 -0.34052 1.19062 -0.745
H -2.12921 -1.73501 -2.32068 0.239
H -2.82803 -2.08429 -0.61890 0.234
H -0.44567 -0.57035 -1.49746 0.434
H -2.08928 -0.11271 0.99228 0.239
H -0.51651 -0.75906 1.19934 0.276
H -1.19755 1.88694 -0.11127 0.227
H -0.30300 1.71780 1.44099 0.267
H 1.33716 2.45343 -0.01378 0.246
H 0.78066 1.59432 -1.41217 0.210
H 2.33743 -0.34067 -0.73716 0.179
H 2.76370 0.86317 0.44621 0.187
H 2.17558 -0.30564 1.81727 0.500
```

- net charge = +1
- gap between HOMO and LUMO (eV) = 8.6
- SMILES = C=[NH+]CCCCO



No. 5
A gas-phase ion, C5H12NO (charge +1) at a distorted geometry. Source: the OMol25 dataset; level of theory: wB97M-V/def2-TZVPD.

```
19
Properties=species:S:1:pos:R:3:mulliken_spin:R:1
C 0.05878 -2.00048 0.49914 1.228
C 0.20928 -0.80235 -0.05351 0.394
C -2.12631 0.19581 0.12362 0.018
C 1.80201 -0.36905 -0.54181 0.010
C -0.71823 0.27230 -0.41476 0.213
N -0.16128 1.66464 -0.00557 0.038
O 2.28940 0.60679 0.39485 0.023
H -0.84092 -2.47122 0.85695 0.012
H 0.87569 -2.69407 0.66775 -0.005
H -2.11992 0.29059 1.18592 -0.006
H -2.53479 -0.73027 -0.16081 -0.015
H -2.66109 1.02340 -0.17986 0.004
H 1.71940 0.03495 -1.56918 0.007
H 2.46565 -1.30545 -0.50018 -0.006
H -0.83072 0.11433 -1.56937 0.103
H -0.54880 2.23461 -0.78545 -0.004
H 0.89794 1.94318 0.09356 0.000
H -0.48298 1.96072 0.88655 -0.009
H 2.70688 0.03155 1.07217 -0.003
```

- net charge = +1
- gap between HOMO and LUMO (spin up / spin down) (eV) = 6.5 / 7.7
- spin multiplicity = 3



No. 6
2 unconnected molecules or ions with the total composition C5H12NO. Source: the OMol25 dataset; level of theory: wB97M-V/def2-TZVPD.

```
19
Properties=species:S:1:pos:R:3:mulliken_spin:R:1
C -1.98723 1.76686 -0.03685 0.070
C -1.07851 0.86626 -0.93201 0.068
C -0.58100 -0.36961 -0.34634 0.280
C -1.07180 -1.64341 -0.66782 0.420
C 0.48250 0.41848 1.66486 0.042
N 0.47694 -0.28954 0.59430 0.012
H -1.38120 2.46501 0.53287 -0.002
H -2.55864 1.15165 0.64472 0.002
H -2.61619 2.40800 -0.65146 -0.001
H -0.16976 1.42925 -1.18915 0.046
H -1.53901 0.62863 -1.88312 0.005
H -1.73269 -1.81573 -1.50393 0.030
H -0.89673 -2.51703 -0.03911 0.025
H 1.41845 0.48905 2.19255 0.001
H -0.37990 0.96882 2.04047 -0.001
H 1.29684 -0.93170 0.43691 0.000
H 3.25984 0.11669 -0.27300 0.000
H 3.75639 -1.34692 -0.06132 0.000
O 2.98572 -0.81304 -0.29569 0.004
```

- net charge = +2
- gap between HOMO and LUMO (spin up / spin down) (eV) = 9.3 / 6.5
- spin multiplicity = 2



Energy above the lowest of the compared OMol25 structures with the same formula, charge and spin across the listed records, respectively: 2.124, 2.347, 0.807, 2.490, 1.994, 2.144 eV.
Electronic energy across the listed records, respectively: -327.38154, -327.37333, -327.42992, -327.36808, -327.22301, -326.90427 Ha.